No. 1
A cluster of 10 separate species, C30H45Cl10F15O10 in total at a distorted geometry, computed with ωB97M-V/def2-TZVPD.

Each line ends with the Mulliken spin population.
Cartesian coordinates (Å):
C: 13.87318 -6.09215 25.84009  0.000
C: 12.77018 -5.01637 25.67072  -0.001
O: 12.51325 -4.52859 26.97885  0.000
C: 11.81544 -3.32442 27.10225  0.000
O: 11.58101 -2.50648 26.17688  0.000
C: 11.26691 -3.10598 28.54743  0.000
F: 12.01373 -2.34902 29.29946  0.000
F: 10.09206 -2.53777 28.49570  0.000
F: 11.21159 -4.25519 29.27238  0.000
H: 13.37374 -7.03598 26.05883  0.000
H: 14.65065 -5.86838 26.57054  0.000
H: 14.43337 -6.19910 24.91119  0.001
H: 11.85553 -5.41682 25.23351  0.000
H: 13.25245 -4.23648 25.08141  0.000
C: 12.12789 0.42830 19.25700  0.020
C: 12.57005 1.08165 17.95598  0.001
O: 12.76645 2.50754 18.13005  0.002
C: 13.85577 3.11398 18.79924  0.000
O: 14.78321 2.44183 19.30196  0.001
C: 13.83589 4.63915 18.84644  0.000
F: 14.03816 5.17070 20.07542  0.000
F: 14.83896 5.05750 18.02890  0.000
F: 12.63375 5.06185 18.41841  0.000
H: 12.18197 -0.64883 19.09896  -0.007
H: 11.15031 0.84146 19.50545  0.000
H: 12.80302 0.67377 20.07678  -0.001
H: 11.82235 0.96694 17.17120  0.000
H: 13.49561 0.61249 17.62232  0.001
C: 19.80201 -2.26520 28.60581  0.000
C: 18.48330 -2.96951 28.30316  0.000
O: 17.80461 -2.25611 27.20397  0.000
C: 16.69958 -2.82319 26.61749  0.000
O: 16.40130 -3.99665 26.74076  0.000
C: 15.89632 -1.79844 25.77671  0.000
F: 14.57571 -1.93954 25.98460  0.000
F: 16.25456 -0.47256 26.09717  0.000
F: 16.12559 -2.13886 24.52027  0.000
H: 20.39131 -2.22543 27.68971  0.000
H: 20.37632 -2.78877 29.37011  0.000
H: 19.66137 -1.25303 28.98505  0.000
H: 17.81307 -3.13852 29.14597  0.000
H: 18.66124 -4.00525 28.01388  0.000
C: 9.09476 -4.08008 24.28077  0.000
C: 7.83233 -4.73560 25.00571  0.000
O: 6.71875 -4.23819 24.20769  0.000
C: 6.28555 -2.96892 24.43494  0.001
O: 6.74913 -2.27765 25.35016  0.000
C: 5.35774 -2.43788 23.34378  0.000
F: 4.13554 -2.39901 23.83582  0.000
F: 5.54576 -1.21019 22.95421  0.000
F: 5.43943 -3.28538 22.31178  0.000
H: 9.90017 -4.76167 24.55434  0.000
H: 9.38743 -3.10464 24.66931  0.000
H: 8.91103 -4.03149 23.20746  0.000
H: 7.73706 -4.50948 26.06773  0.000
H: 7.94836 -5.80252 24.81511  0.000
C: 15.52597 -8.30365 22.03532  0.001
C: 15.23051 -9.82388 21.93693  0.000
O: 15.74002 -10.54848 23.08670  0.000
C: 17.05719 -10.89924 23.11311  0.000
O: 17.81095 -10.65439 22.13818  0.000
C: 17.55601 -11.64176 24.42942  0.000
F: 17.48186 -12.91515 24.19243  0.000
F: 18.83142 -11.38810 24.74837  0.000
F: 16.71134 -11.33670 25.37557  0.000
H: 15.15247 -7.75308 22.89872  0.000
H: 15.26741 -7.78534 21.11196  -0.001
H: 16.60501 -8.17558 22.12113  0.000
H: 15.61857 -10.30969 21.04167  0.000
H: 14.15050 -9.97108 21.93523  0.000
Cl: 13.71196 -1.95716 16.50379  0.009
C: 14.19025 -3.70628 16.45691  0.000
C: 13.12008 -4.71458 16.33950  -0.001
Cl: 13.72076 -6.29655 16.79075  0.012
H: 14.88579 -3.81168 17.28951  0.001
H: 14.89607 -3.65070 15.62816  0.002
H: 12.66316 -4.83116 15.35678  0.001
H: 12.34478 -4.43858 17.05423  0.006
Cl: 8.16563 0.36478 22.18713  0.071
C: 8.92054 0.47858 23.84754  0.000
C: 10.34726 -0.13975 23.73175  0.007
Cl: 11.36653 0.87029 22.73531  0.010
H: 8.28193 0.00866 24.59551  0.000
H: 9.00505 1.51436 24.17635  0.003
H: 10.31702 -1.16273 23.35665  0.000
H: 10.78759 -0.16487 24.72854  0.001
Cl: 15.42340 3.64729 23.77166  0.000
C: 15.33839 1.86763 23.75233  0.000
C: 15.29586 1.42216 22.27379  0.000
Cl: 15.09271 -0.38596 22.24174  0.001
H: 14.45665 1.57753 24.32371  0.000
H: 16.16021 1.47135 24.34872  0.000
H: 16.24627 1.59716 21.76961  0.000
H: 14.42164 1.83025 21.76654  0.000
Cl: 12.62715 -3.94869 19.75651  0.283
C: 12.44300 -3.34009 21.47265  -0.011
C: 13.78485 -3.52184 22.22153  -0.002
Cl: 14.29150 -5.20210 22.21618  0.045
H: 11.60193 -3.86296 21.92797  -0.003
H: 12.03932 -2.32795 21.44594  0.016
H: 13.66690 -3.21605 23.26109  0.003
H: 14.62593 -2.93195 21.85721  -0.002
Cl: 9.10804 -0.50771 16.79063  0.026
C: 10.13022 -1.91746 16.91456  -0.009
C: 9.79610 -2.93671 18.04448  -0.005
Cl: 9.81937 -2.23840 19.71058  0.466
H: 11.14573 -1.52649 16.97773  0.006
H: 10.08729 -2.45085 15.96495  0.002
H: 10.38847 -3.84991 18.10159  0.017
H: 8.82094 -3.39833 17.88934  0.031

Force components x, y, z for each atom (eV/Å):
C -0.749 -0.324 -0.472
C 2.352 -0.296 -0.002
O -2.169 2.822 1.159
C 0.368 0.298 -3.410
O 0.861 -3.067 3.324
C 0.524 -1.433 0.958
F 1.587 1.546 0.069
F -1.158 -0.047 -0.472
F -0.616 -0.086 -1.159
H 0.382 -0.139 0.190
H -0.500 0.300 0.244
H -0.274 -0.090 -0.188
H 0.122 0.166 -0.088
H -0.655 0.297 -0.140
C 0.173 0.767 -0.349
C 1.251 0.045 0.815
O 1.284 2.344 0.805
C 1.262 -5.669 0.822
O -3.036 2.519 -1.618
C -0.342 0.842 -0.256
F -0.020 -0.914 -1.099
F -1.086 -0.057 0.643
F 0.879 0.263 -0.017
H -0.420 -0.113 0.175
H -0.198 -0.554 0.174
H 0.145 -0.041 -0.114
H 0.007 0.356 0.065
H 0.165 0.229 -0.081
C -0.532 0.174 -0.128
C 0.206 -0.932 -0.381
O -1.523 -0.286 -0.242
C 1.966 -1.221 2.406
O -0.153 2.031 -0.570
C 0.304 0.718 1.351
F 0.561 0.338 0.091
F -0.782 -2.567 -1.231
F 0.201 0.853 -0.575
H 0.061 0.049 0.087
H -0.164 -0.262 -0.101
H -0.145 0.029 -0.164
H -0.228 0.879 0.079
H 0.231 0.077 -0.569
C -0.502 -0.783 1.827
C 1.361 1.642 -1.879
O -1.468 0.583 0.351
C 3.817 0.369 2.628
O -1.635 -1.225 -2.234
C -0.728 -0.972 0.414
F -1.324 -0.978 0.402
F 1.507 0.904 -0.582
F -0.350 0.390 -0.403
H 0.349 0.102 -0.524
H -0.330 0.044 0.008
H 0.079 -0.243 0.073
H -0.051 0.110 -0.218
H -0.776 0.095 0.100
C 1.271 -0.656 -0.261
C -0.103 0.690 0.231
O 1.054 -0.592 1.094
C 1.698 1.940 -4.111
O -2.141 -1.090 3.601
C -0.234 1.196 -2.021
F -0.166 -1.978 -0.271
F -0.788 0.610 0.009
F -0.144 0.414 1.546
H -0.610 -0.535 0.026
H -0.320 -0.134 0.000
H 0.184 -0.092 -0.130
H 0.233 0.429 -0.027
H 0.090 -0.278 0.325
Cl -0.570 -0.418 0.187
C 2.510 1.599 -0.686
C -1.121 0.126 0.216
Cl 0.281 -0.543 0.233
H -0.639 -0.356 0.421
H -0.319 -0.649 -0.341
H 0.184 0.380 0.012
H -0.258 -0.165 -0.034
Cl 0.114 0.176 0.844
C 0.891 -0.351 -0.473
C -1.347 0.094 1.206
Cl 0.502 0.177 -0.496
H 0.026 -0.539 -0.382
H -0.027 0.124 -0.586
H -0.039 0.155 -0.138
H -0.007 -0.050 0.000
Cl 0.051 0.029 0.018
C -0.195 -0.166 -0.174
C 0.059 -0.476 1.209
Cl -0.098 0.253 -0.085
H -0.255 0.042 -0.436
H 0.291 0.062 -0.540
H -0.377 0.285 -0.063
H 0.407 0.087 -0.033
Cl -0.535 0.620 0.640
C 0.433 0.005 0.664
C -0.672 0.758 0.041
Cl -0.054 -0.443 -0.191
H 0.401 -0.744 -0.064
H 0.912 0.341 -0.315
H -0.294 0.020 -0.014
H -0.386 -0.006 -0.454
Cl -0.594 0.123 0.368
C 0.874 -0.857 0.464
C -0.569 0.396 -0.811
Cl 0.416 -0.403 -0.733
H -0.025 -0.316 0.345
H -0.184 -0.184 0.083
H 0.638 0.420 -0.102
H -0.537 0.586 0.202

Computed properties:
**Orbital gap (alpha / beta)**: 9.911 / 2.435 eV
**Spin multiplicity**: 2
**Net charge**: +1
**⟨S²⟩**: 0.7542

No. 2
A structure of composition C30H45ClIrO2P2 at a distorted geometry, computed with ωB97M-V/def2-TZVPD.

Each line ends with the Mulliken spin population.
Cartesian coordinates (Å):
Ir: 0.36026 -0.96690 -0.59713  1.114
C: -1.02926 -2.08178 1.73908  0.132
C: 0.30803 -2.20217 0.98927  0.671
C: 0.56367 -0.93631 2.96688  0.169
C: -0.82537 -1.30835 2.86269  0.159
C: 1.28628 -1.48790 1.91357  0.293
C: -2.24314 -2.88514 1.54132  -0.021
H: -2.16424 -3.58135 0.70877  -0.004
H: -3.11869 -2.24095 1.37449  0.026
H: -2.46111 -3.47837 2.44137  0.023
C: -1.82308 -0.98007 3.92751  0.010
H: -2.73622 -1.59033 3.84918  -0.001
H: -2.11614 0.07480 3.78818  0.008
H: -1.39037 -1.09799 4.94034  0.004
C: 1.12328 -0.23356 4.16057  -0.026
H: 1.16886 -0.89343 5.05427  0.014
H: 0.46433 0.61961 4.40171  0.007
H: 2.13517 0.15305 3.95334  -0.001
C: 2.75469 -1.65883 1.91714  0.058
H: 3.04464 -2.31900 2.75311  0.026
H: 3.26801 -0.69747 2.06667  -0.014
H: 3.12137 -2.11795 0.99249  -0.016
C: 0.72046 -3.59580 0.64179  -0.075
H: 0.93773 -4.09335 1.58415  0.008
H: 1.61817 -3.60095 0.03021  0.016
H: -0.07547 -4.14861 0.15420  0.014
C: -1.43422 0.93537 -3.57388  0.610
C: -1.84469 -0.44325 -3.53565  0.087
C: -1.25412 -1.44592 -4.63583  0.022
C: 0.25935 -1.32683 -4.91287  0.014
C: 1.00741 -0.91720 -3.67857  -0.039
C: 1.33576 0.41176 -3.42807  0.225
C: 0.90999 1.54415 -4.37404  0.041
C: -0.61839 1.51903 -4.64619  0.052
H: -1.79412 -1.20481 -5.56558  0.004
H: 0.44382 -0.62682 -5.75320  0.000
H: -1.50437 -2.49037 -4.40125  0.004
H: -0.83702 0.97744 -5.57515  0.007
H: -2.03702 1.66778 -3.02496  0.007
H: -2.95210 -0.62044 -3.68285  0.022
H: -0.96682 2.55487 -4.74804  0.010
H: 1.16538 2.49243 -3.88052  -0.002
H: 2.32708 0.63901 -2.98777  -0.029
H: 1.47172 1.52371 -5.32660  0.000
H: 0.59687 -2.31913 -5.27041  -0.001
H: 1.50705 -1.76603 -3.17589  -0.056
P: -1.62869 -0.56049 -1.78087  0.058
C: -2.91373 0.26403 -0.84463  0.006
C: -1.58348 -2.40938 -1.75926  0.188
P: 2.33977 0.05732 -0.54824  0.703
C: -0.37830 0.71620 -1.41782  0.317
C: 3.40160 -1.11935 -1.45654  0.069
C: 2.80642 1.81969 -0.20908  0.046
H: -2.48486 0.55045 0.14522  -0.012
H: -3.74101 -0.43480 -0.69502  0.003
H: -3.26555 1.19191 -1.32829  0.003
H: -1.04305 -2.83130 -2.61476  0.004
H: -2.61687 -2.75981 -1.75046  0.010
H: -1.07017 -2.82331 -0.87023  -0.075
H: 2.87139 2.36656 -1.17006  0.028
H: 3.77191 1.82602 0.34932  0.005
H: 2.02143 2.28441 0.42373  -0.007
H: -0.45550 1.53931 -0.68339  0.171
H: 0.40997 0.91442 -2.22691  -0.318
H: 4.26534 -1.34345 -0.80192  0.003
H: 3.70024 -0.65860 -2.40948  0.024
H: 2.84026 -2.06368 -1.64074  -0.020
Cl: 0.25841 6.11403 5.90410  0.000
C: -0.06292 4.92117 4.72067  0.000
C: -1.40056 4.65076 4.37152  0.001
C: -1.65748 3.59586 3.50835  -0.002
C: -0.60500 2.86485 2.95843  0.012
C: 0.71713 3.16623 3.29734  0.002
C: 1.01034 4.20776 4.15915  -0.002
C: -0.89556 1.78733 1.94628  0.020
O: -2.09264 1.40008 1.87438  0.021
O: 0.10565 1.39949 1.26744  0.170
H: -2.19814 5.26265 4.78470  0.000
H: -2.67668 3.31697 3.24501  0.000
H: 1.53417 2.58296 2.88877  -0.002
H: 2.04274 4.44803 4.38548  0.000

Force components x, y, z for each atom (eV/Å):
Ir 1.925 0.034 -0.029
C 1.705 -0.218 -0.028
C -0.171 0.272 3.275
C -1.065 -0.032 0.789
C 0.850 0.753 0.992
C -1.353 -1.379 -0.099
C -0.539 -0.219 -0.433
H -0.061 -0.014 0.051
H 0.115 -0.102 0.071
H 0.074 0.199 -0.137
C -0.113 0.056 0.021
H 0.385 0.222 0.055
H 0.032 -0.307 0.158
H -0.216 0.041 -0.552
C 0.066 0.372 -0.156
H -0.070 0.271 -0.555
H 0.341 -0.299 0.050
H -0.416 -0.166 0.202
C 0.350 -0.078 -0.143
H -0.094 0.213 -0.162
H -0.074 -0.276 0.068
H -0.049 0.041 0.305
C 0.112 -0.309 -0.069
H 0.167 -0.396 0.046
H 0.121 -0.288 -0.148
H 0.070 -0.191 -0.173
C -1.215 2.485 -1.672
C -1.362 -1.643 -1.693
C -0.354 0.734 0.250
C -0.660 -0.207 -0.110
C 1.605 1.173 -0.244
C 1.965 -2.022 -3.390
C -0.319 -0.177 0.740
C 0.118 0.669 -0.548
H 0.026 -0.149 0.379
H -0.015 -0.337 0.629
H -0.138 0.484 -0.024
H 0.115 0.311 0.057
H 0.155 -0.423 -0.102
H 0.594 0.540 0.233
H 0.243 -0.218 -0.373
H -0.024 -0.186 -0.182
H -1.053 -0.186 0.561
H -0.132 -0.193 0.464
H 0.055 0.536 0.304
H -0.109 0.785 -0.024
P -1.133 1.128 -0.939
C -0.766 -0.844 0.433
C 0.831 -0.955 1.698
P -0.297 0.302 1.143
C 1.968 1.128 -0.450
C 0.599 0.364 0.121
C 0.193 -0.201 -0.471
H -0.192 -0.142 -0.213
H -0.219 0.277 0.039
H 0.245 -0.558 -0.014
H -0.238 0.560 0.225
H -0.138 0.127 0.032
H -0.716 -0.151 -0.414
H 0.244 -0.109 0.541
H -0.570 0.012 -0.612
H 0.213 -0.630 -0.345
H -0.757 -0.565 -0.374
H -1.765 0.366 1.379
H -0.167 0.092 -0.608
H 0.282 -0.532 0.270
H 0.396 0.736 0.206
Cl 0.099 0.386 0.159
C -0.206 -0.482 -0.492
C 0.795 -0.067 0.166
C -0.010 0.031 -0.049
C 0.279 -0.024 -0.022
C -0.182 0.259 -0.074
C -0.692 0.058 0.206
C -1.216 0.545 0.872
O 1.332 -0.382 -0.651
O 0.096 -0.979 -0.521
H 0.162 -0.195 0.003
H 0.247 0.169 0.009
H -0.114 0.024 -0.125
H -0.191 0.077 0.215

Computed properties:
**Orbital gap (alpha / beta)**: 5.434 / 4.134 eV
**Spin multiplicity**: 6
**Net charge**: +2
**⟨S²⟩**: 8.7812